Entry 1:
The following is a quantum chemistry calculation of C5H11N3 in the gas phase at a distorted geometry, from OMol25.

Last columns: bonded neighbours and bond lengths (Å).
Element x y z (Å)
1 H -1.059 -2.059 0.324  C13 1.196
2 H 1.288 0.408 -1.621  C10 1.047
3 H 0.028 0.753 -2.849  C10 1.083
4 H 0.629 -1.952 -0.394  C13 1.013
5 N -3.026 -0.487 -1.104  C14 1.156
6 N 1.083 1.596 1.894  H9 0.973, N11 1.400, H18 1.051
7 H 1.976 -0.186 1.267  N11 1.098
8 H -0.982 -0.089 1.209  C15 1.057
9 H 0.363 2.219 1.692  N6 0.973
10 C 0.301 0.248 -1.931  H2 1.047, H3 1.083, C12 1.499, H16 1.117
11 N 1.108 0.459 1.078  N6 1.400, H7 1.098, C15 1.393
12 C -0.670 0.618 -0.849  C10 1.499, C14 1.481, C15 1.784, H17 1.163
13 C 0.073 -1.681 0.408  H1 1.196, H4 1.013, C15 1.575, H19 1.074
14 C -2.001 0.045 -1.154  N5 1.156, C12 1.481
15 C -0.081 -0.133 0.659  H8 1.057, N11 1.393, C12 1.784, C13 1.575
16 H 0.116 -0.818 -2.209  C10 1.117
17 H -0.612 1.753 -0.599  C12 1.163
18 H 0.910 1.421 2.915  N6 1.051
19 H 0.555 -2.115 1.263  C13 1.074

SMILES ... C[C@@H](C#N)[C@@H](C)NN
2S+1 ... 1
Energy ... -9830.8371 eV
E_LUMO ... 0.9 eV

Entry 2:
The following is a quantum chemistry calculation of 2 unconnected molecules or ions with the total composition C2H3NOS at a distorted geometry, from OMol25.

Last columns: bonded neighbours and bond lengths (Å).
Element x y z (Å)
1 H 0.376 -0.260 1.597  no bonds
2 H -0.840 1.906 0.395  S5 1.385
3 C 2.045 -0.237 0.041  C4 1.390, N6 1.155
4 C 0.738 0.217 -0.083  C3 1.390, S5 1.765, O8 1.381
5 S 0.457 1.959 -0.089  H2 1.385, C4 1.765
6 N 3.128 -0.637 -0.006  C3 1.155
7 H 0.153 -1.337 -1.306  O8 0.934
8 O -0.021 -0.468 -1.011  C4 1.381, H7 0.934

2S+1 ... 1
Energy ... -16491.6009 eV
E_LUMO ... -0.6 eV

Look up the energy of the first one.
-9830.8371 eV

Which value of energy does entry 1 give?
-9830.8371 eV